Formula: C2H2Cl6
Source: the OMol25 dataset
Level of theory: wB97M-V/def2-TZVPD

Each line ends with the Mulliken spin population.
Geometry (Å):
C -1.771 -1.946 0.231  0.04
Cl -0.530 -0.721 0.547  0.13
Cl -2.663 -1.562 -1.265  0.07
Cl -2.890 -2.011 1.554  0.05
H -1.269 -2.899 0.061  -0.05
C 1.677 1.812 -0.238  -0.11
Cl 2.806 0.469 -0.362  0.20
Cl 2.262 3.023 -1.395  0.22
Cl 1.633 2.460 1.464  0.37
H 0.745 1.374 -0.596  0.07

Properties
Relative energy (zero: lowest compared OMol25 entry of this formula, charge and spin): 8.6 kJ/mol
Charge: -1
Spin multiplicity: 2
Molecular weight: 238.756 g mol⁻¹
Frontier orbital gap (alpha / beta): 0.085 / 0.340 Eh
Max |F|: 1.88 eV Å⁻¹

Formula: C2H2Cl6
Source: the OMol25 dataset
Level of theory: wB97M-V/def2-TZVPD

Each line ends with the Löwdin charge.
Geometry (Å):
C -1.983 -0.768 -0.077  -1.48
Cl -3.301 -0.107 -1.072  0.50
Cl -1.108 -1.965 -1.081  0.47
Cl -2.713 -1.759 1.254  0.47
H -1.342 0.036 0.286  -0.04
C 2.185 0.842 0.079  -1.66
Cl 0.732 1.761 -0.144  0.54
Cl 1.708 -0.560 0.860  0.61
Cl 3.322 1.924 0.830  0.56
H 2.500 0.596 -0.935  0.02

Properties
Relative energy (zero: lowest compared OMol25 entry of this formula, charge and spin): 45.6 kJ/mol
Molecular weight: 238.756 g mol⁻¹
Frontier orbital gap: 0.425 Eh
Max |F|: 2.69 eV Å⁻¹

Formula: C2H2ClF
Source: the OMol25 dataset
Level of theory: wB97M-V/def2-TZVPD

Each line ends with the Löwdin charge.
Geometry (Å):
F 1.780 -0.211 -0.225  -0.10
C 0.477 0.432 0.021  -0.16
C -0.576 -0.293 0.022  -0.74
Cl -2.154 -0.011 -0.158  0.73
H 0.685 1.509 0.045  0.12
H -0.211 -1.427 0.294  0.15

Properties
Relative energy (zero: lowest compared OMol25 entry of this formula, charge and spin): 117.8 kJ/mol
SMILES: F/C=C/Cl
Molecular weight: 80.489 g mol⁻¹
Frontier orbital gap: 0.397 Eh
Max |F|: 6.45 eV Å⁻¹

Question: relative energy (zero: lowest compared OMol25 entry of this formula, charge and spin) of number 3 (C2H2ClF)?
Answer: 117.8 kJ/mol

What did the third record say?
Formula: C2H2ClF
Source: the OMol25 dataset
Level of theory: wB97M-V/def2-TZVPD

Each line ends with the Löwdin charge.
Geometry (Å):
F 1.780 -0.211 -0.225  -0.10
C 0.477 0.432 0.021  -0.16
C -0.576 -0.293 0.022  -0.74
Cl -2.154 -0.011 -0.158  0.73
H 0.685 1.509 0.045  0.12
H -0.211 -1.427 0.294  0.15

Properties
Relative energy (zero: lowest compared OMol25 entry of this formula, charge and spin): 117.8 kJ/mol
SMILES: F/C=C/Cl
Molecular weight: 80.489 g mol⁻¹
Frontier orbital gap: 0.397 Eh
Max |F|: 6.45 eV Å⁻¹